Below is C25H37OPt as an isolated structure, with properties calculated with ωB97M-V/def2-TZVPD.

Summary:
Relative energy (zero: lowest compared OMol25 entry of this formula, charge and spin)   3.9603 eV
Frontier orbital gap (spin up / spin down)   7.1 / 5.9 eV
Multiplicity   5
Expectation value of S²   6.038
HOMO level (spin up / spin down)   -9.9 / -11.3 eV
Maximum force   9.9 eV/Å
Total charge   +1
E   -1168.74641 Eh

The geometry in XYZ format:
```
64
C25H37OPt | OMol25 | ωB97M-V/def2-TZVPD
C 1.48 -1.94 0.83
C 1.99 -1.41 -0.36
C 1.07 -1.58 -1.41
C -0.14 -2.20 -0.88
C 0.12 -2.44 0.60
Pt -1.13 -0.82 0.36
C -2.85 1.33 -1.21
C -2.37 0.93 0.09
H -2.06 1.66 0.84
C -3.11 -0.20 0.65
H -3.83 -0.65 -0.01
H -3.29 -0.18 1.71
C -2.89 2.83 -1.53
H -2.40 3.57 -0.88
H -2.70 3.19 -2.55
H -3.96 2.79 -1.34
C -2.55 0.37 -2.36
H -1.86 -0.49 -2.21
H -3.59 0.04 -2.30
H -2.31 0.72 -3.37
C 3.34 -0.81 -0.50
H 3.58 -0.16 0.36
H 4.11 -1.59 -0.53
H 3.45 -0.22 -1.41
C 1.30 -1.23 -2.83
H 1.66 -0.21 -2.95
H 2.04 -1.90 -3.29
H 0.37 -1.33 -3.41
C -1.01 -3.10 -1.69
H -1.20 -2.67 -2.68
H -0.55 -4.09 -1.84
H -1.97 -3.24 -1.18
C -0.44 -3.61 1.32
H -1.51 -3.70 1.08
H 0.06 -4.55 1.05
H -0.35 -3.46 2.40
C 2.22 -2.06 2.10
H 1.55 -2.38 2.91
H 3.01 -2.81 2.02
H 2.70 -1.11 2.40
C 1.38 2.12 -1.01
C 0.27 1.91 -1.61
C 2.56 2.46 -1.37
C 0.17 2.29 -3.04
H -0.86 1.45 -1.49
C 2.52 2.74 -2.71
H 3.38 2.43 -0.50
C 1.38 2.69 -3.56
H -0.76 2.26 -3.58
H 3.42 3.03 -3.16
H 1.35 2.96 -4.57
C 0.34 1.87 4.15
C -0.71 0.86 4.63
C -0.59 -0.29 3.63
O -0.03 0.23 2.40
C 0.65 1.47 2.70
H -0.02 2.90 4.21
H 1.24 1.79 4.76
H -1.72 1.29 4.56
H -0.55 0.53 5.65
H 0.11 -1.05 4.02
H -1.54 -0.78 3.40
H 0.30 2.21 1.96
H 1.73 1.30 2.56
```